Entry from the Open Molecules 2025 dataset: a cluster of 3 separate species, C20H34I2NO7 in total at a distorted geometry (ωB97M-V/def2-TZVPD).

Geometry (Å):
C (1.0041, -3.9391, -3.8713)
C (2.2668, -3.7676, -2.9700)
I (3.7739, -5.2316, -3.4882)
C (2.8457, -2.2947, -3.0629)
I (4.6648, -2.0588, -4.1769)
C (3.0291, -1.7815, -1.6483)
C (3.6992, -2.5476, -0.6853)
C (3.7993, -2.0426, 0.5898)
C (3.2558, -0.8149, 0.8722)
N (2.6546, -0.0695, -0.0432)
C (2.0851, 1.2774, 0.1920)
C (2.3353, 1.8610, 1.5897)
C (3.8167, 2.2040, 1.8993)
C (4.3807, 1.5898, 3.2076)
O (3.4070, 1.3498, 4.2241)
C (2.5462, -0.5642, -1.2925)
H (0.7376, -2.9960, -4.3579)
H (0.1389, -4.2455, -3.2751)
H (1.2127, -4.7205, -4.6035)
H (1.9636, -4.0278, -1.9548)
H (2.0847, -1.6812, -3.5495)
H (4.1326, -3.5166, -0.9226)
H (4.3019, -2.5776, 1.3873)
H (3.3348, -0.4632, 1.8931)
H (2.4770, 1.9776, -0.5524)
H (1.0006, 1.2217, 0.0447)
H (1.8510, 1.2024, 2.3185)
H (1.7789, 2.8032, 1.6280)
H (3.9607, 3.2877, 1.9136)
H (4.4195, 1.8301, 1.0574)
H (5.1456, 2.2261, 3.6596)
H (4.8919, 0.6431, 2.9633)
H (3.0030, 0.5015, 4.0133)
H (2.0443, 0.0451, -2.0396)
C (-3.9699, 4.9993, 2.9081)
C (-4.1630, 4.0705, 4.0884)
O (-3.2715, 2.9442, 4.0258)
C (-2.0129, 3.1915, 4.3766)
O (-1.5670, 4.2444, 4.7473)
O (-1.3128, 2.0573, 4.2352)
C (0.0812, 2.2039, 4.4990)
H (-4.0567, 4.4480, 1.9701)
H (-4.7143, 5.7949, 2.9220)
H (-2.9803, 5.4556, 2.9246)
H (-5.1695, 3.6565, 4.0687)
H (-4.0452, 4.5953, 5.0362)
H (0.2574, 2.6473, 5.4765)
H (0.5440, 2.8071, 3.7188)
H (0.5244, 1.2106, 4.4862)
C (-5.3972, -1.3264, -1.4752)
C (-4.2348, -0.5950, -2.1127)
O (-3.3172, -1.5058, -2.7406)
C (-3.7148, -1.9891, -3.9211)
O (-4.7364, -1.7185, -4.4905)
O (-2.7795, -2.8401, -4.3558)
C (-3.1222, -3.5046, -5.5768)
H (-5.0357, -2.0949, -0.7900)
H (-6.0316, -0.6312, -0.9257)
H (-6.0070, -1.8255, -2.2273)
H (-3.6629, -0.0755, -1.3444)
H (-4.5752, 0.1539, -2.8280)
H (-3.3904, -2.7900, -6.3521)
H (-3.9389, -4.2041, -5.4052)
H (-2.2440, -4.0597, -5.8973)

Atoms 1-6, force components in eV/Å:
0.48 -0.19 0.24
-0.21 0.27 -1.05
-0.53 -0.55 0.48
-0.54 -0.72 1.03
-0.25 0.79 0.05
0.74 -0.90 -0.66

Values from the calculation:
lowest unoccupied orbital energy = -4.357 eV
net charge = +1
energy = -1959.05589 a.u.
molecular weight = 654.30 g mol⁻¹
gap between HOMO and LUMO = 7.119 eV

Partial charges, Löwdin, in e: -0.14, -0.77, 0.82, -0.74, 0.86, -0.27, 0.02, 0.02, 0.00, -0.01, -0.10, -0.18, -0.15, -0.24, -0.06, 0.03, 0.07, 0.08, 0.04, 0.07, 0.07, 0.11, 0.14, 0.12, 0.14, 0.14, 0.09, 0.12, 0.12, 0.11, 0.13, 0.11, 0.07, 0.16, -0.07, -0.20, 0.04, -0.61, 0.13, 0.00, -0.05, 0.08, 0.08, 0.07, 0.12, 0.13, 0.11, 0.08, 0.08, -0.06, -0.21, 0.02, -0.61, 0.14, -0.01, -0.03, 0.08, 0.08, 0.08, 0.12, 0.12, 0.10, 0.10, 0.09

Entry from the Open Molecules 2025 dataset: a structure of composition C20H35AsBIN3O4 at a distorted geometry (ωB97M-V/def2-TZVPD).

Geometry (Å):
C (-2.9350, 0.3562, 5.4602)
C (-1.6748, -0.0441, 4.6174)
C (-0.3569, -0.2161, 5.2125)
C (0.7478, -0.5603, 4.3147)
C (0.5788, -0.7379, 2.8628)
C (1.8535, -1.0866, 2.0336)
C (1.7176, -2.3841, 1.1372)
C (2.2683, 0.2260, 1.2238)
C (-0.7586, -0.5628, 2.2553)
O (-0.9353, -0.7006, 0.8845)
C (-1.8412, 0.3383, 0.3956)
As (-1.6037, 0.7984, -1.5639)
C (-1.5104, -1.1339, -2.1663)
C (-2.7426, -2.0278, -1.7414)
C (-2.2889, -3.5583, -1.9258)
I (-1.5895, -4.3713, -0.0200)
O (-1.4136, 1.3851, -3.3729)
B (-1.1714, 2.7627, -3.2675)
O (0.1851, 3.2129, -3.2596)
O (-2.1852, 3.7655, -3.2180)
C (-1.8469, -0.2293, 3.1837)
H (-3.2494, 1.3848, 5.1164)
H (-2.6680, 0.4641, 6.5425)
H (-3.7909, -0.3382, 5.2724)
H (-0.2401, -0.0805, 6.3138)
H (1.7650, -0.6640, 4.7499)
H (2.6861, -1.2830, 2.7682)
H (2.4122, -3.1763, 1.5410)
H (0.6680, -2.7596, 1.0387)
H (2.1155, -2.1321, 0.1135)
H (1.3711, 0.8995, 1.2135)
H (2.5660, 0.0270, 0.1649)
H (3.0766, 0.7287, 1.8210)
H (-1.5968, 1.2755, 0.9782)
H (-2.9044, 0.0066, 0.5933)
H (-0.0725, 0.7818, -1.3771)
H (-1.6372, 2.3282, -1.1520)
H (-3.1711, 0.8142, -1.7129)
H (-1.5247, -1.1123, -3.2998)
H (-0.5415, -1.6547, -1.9042)
H (-3.6357, -1.8828, -2.4147)
H (-3.0466, -1.9175, -0.6720)
H (-3.0964, -4.2065, -2.3439)
H (-1.3919, -3.5849, -2.6007)
H (0.6694, 2.5370, -3.7637)
H (-2.1000, 4.1518, -2.3250)
H (-2.8611, -0.0724, 2.7588)
C (-0.3327, 2.3116, -7.0415)
C (0.9618, 1.6447, -7.1285)
N (1.9815, 1.1205, -7.1982)
H (-0.9937, 1.8166, -6.3258)
H (-0.2284, 3.3493, -6.7209)
H (-0.8436, 2.3201, -8.0056)
C (1.7038, -1.2020, -4.5676)
C (1.7440, -0.4169, -3.3350)
N (1.7696, 0.1979, -2.3632)
H (1.4530, -2.2450, -4.3653)
H (0.9619, -0.8193, -5.2693)
H (2.6681, -1.1919, -5.0777)
C (4.6657, 1.2583, 6.5706)
C (4.0364, 1.2179, 5.2536)
N (3.5397, 1.1853, 4.2188)
H (4.8056, 2.2841, 6.9146)
H (4.0603, 0.7428, 7.3179)
H (5.6465, 0.7808, 6.5588)

Atoms 1-6, force components in eV/Å:
0.84 0.66 -0.71
1.03 -0.53 -0.78
-0.64 -0.21 -2.40
-1.98 0.23 -0.67
-0.64 -0.14 1.37
-0.17 0.40 -0.04

Values from the calculation:
lowest unoccupied orbital energy = 2.157 eV
net charge = -1
energy = -3806.57640 a.u.
molecular weight = 594.16 g mol⁻¹
gap between HOMO and LUMO = 6.032 eV

Partial charges, Löwdin, in e: -0.09, -0.26, -0.07, -0.05, -0.11, -0.34, -0.08, -0.07, -0.21, -0.17, -0.36, 0.83, -0.36, -0.36, -0.62, 0.71, -0.25, -0.99, 0.08, 0.06, 0.01, 0.08, 0.06, 0.07, 0.09, 0.07, 0.11, 0.07, -0.01, 0.07, 0.08, 0.04, 0.04, 0.09, 0.07, -0.01, -0.02, 0.01, 0.06, 0.06, 0.10, 0.05, 0.03, 0.03, 0.07, 0.08, 0.10, -0.06, -0.28, 0.13, 0.08, 0.09, 0.08, -0.07, -0.25, 0.16, 0.08, 0.06, 0.07, -0.07, -0.25, 0.18, 0.08, 0.08, 0.08

Entry from the Open Molecules 2025 dataset: a structure of composition C20H35BrN5Pd at a distorted geometry (ωB97M-V/def2-TZVPD).

Geometry (Å):
Pd (-14.8144, 20.8803, -23.4390)
Br (-14.3892, 22.8056, -25.1643)
C (-18.0643, 18.2964, -19.3482)
C (-17.1029, 17.1104, -19.5693)
C (-16.4886, 17.1177, -20.9798)
C (-15.9383, 18.4349, -21.4449)
N (-15.4942, 19.4130, -21.8348)
H (-18.9357, 18.1753, -19.9917)
H (-17.5796, 19.2380, -19.6062)
H (-18.4462, 18.3639, -18.3295)
H (-17.6380, 16.1627, -19.5100)
H (-16.3299, 17.1861, -18.8045)
H (-17.2205, 16.8076, -21.7256)
H (-15.6515, 16.4198, -20.9612)
C (-17.2364, 24.8314, -19.7994)
C (-17.8334, 25.3522, -21.1385)
C (-18.1820, 24.2178, -22.1066)
C (-17.3011, 23.0838, -22.2273)
N (-16.6630, 22.1178, -22.3740)
H (-17.8304, 24.1369, -19.2054)
H (-17.0199, 25.5940, -19.0513)
H (-16.2711, 24.3687, -20.0048)
H (-17.0976, 25.9805, -21.6404)
H (-18.7125, 25.9938, -21.0784)
H (-18.2946, 24.5567, -23.1364)
H (-19.1844, 23.8672, -21.8609)
C (-9.3163, 19.2006, -23.9771)
C (-9.8345, 19.4915, -25.4114)
C (-11.0913, 18.7243, -25.7602)
C (-12.2698, 19.2211, -25.0816)
N (-13.2129, 19.5795, -24.5340)
H (-8.3318, 19.6458, -23.8334)
H (-9.2185, 18.1353, -23.7678)
H (-10.0342, 19.5123, -23.2184)
H (-9.0502, 19.1151, -26.0680)
H (-10.0049, 20.5526, -25.5938)
H (-10.9640, 17.6818, -25.4686)
H (-11.2596, 18.7337, -26.8371)
C (-19.2005, 19.3521, -27.0905)
C (-19.3524, 18.3393, -25.9361)
C (-18.0017, 17.9296, -25.3501)
C (-17.0883, 19.0446, -24.9563)
N (-16.3864, 19.9219, -24.6680)
H (-18.4918, 19.1272, -27.8876)
H (-18.7897, 20.3209, -26.8065)
H (-20.1596, 19.6113, -27.5389)
H (-19.9761, 17.5097, -26.2692)
H (-19.9228, 18.8140, -25.1377)
H (-17.4261, 17.2326, -25.9592)
H (-18.2252, 17.3356, -24.4640)
C (-10.2045, 23.8082, -23.0128)
C (-10.5064, 23.7127, -21.5117)
C (-10.9202, 22.3152, -21.0095)
C (-12.1783, 21.7453, -21.5108)
N (-13.1568, 21.2792, -21.8740)
H (-11.0846, 23.5944, -23.6194)
H (-9.3961, 23.1181, -23.2546)
H (-9.8229, 24.7703, -23.3545)
H (-11.3436, 24.3385, -21.2024)
H (-9.6830, 24.0560, -20.8855)
H (-10.9295, 22.3140, -19.9195)
H (-10.1347, 21.5836, -21.1989)

Atoms 1-6, force components in eV/Å:
0.01 0.47 -0.18
0.01 -0.48 0.56
-0.16 -0.50 -0.34
-0.49 1.12 -0.06
0.58 0.77 0.15
-0.43 -1.21 0.61

Values from the calculation:
lowest unoccupied orbital energy (spin up / spin down) = -1.833 / -3.344 eV
2S+1 = 3
expectation value of S² = 2.006
net charge = +1
energy = -3758.51123 a.u.
molecular weight = 531.86 g mol⁻¹
gap between HOMO and LUMO (spin up / spin down) = 9.025 / 7.380 eV

Partial charges, Löwdin, in e: 0.55, -0.28, -0.10, -0.24, -0.16, -0.15, 0.10, 0.07, 0.06, 0.08, 0.11, 0.11, 0.11, 0.12, -0.10, -0.22, -0.18, -0.17, 0.13, 0.07, 0.07, 0.07, 0.11, 0.11, 0.13, 0.13, -0.09, -0.24, -0.18, -0.16, 0.13, 0.08, 0.07, 0.06, 0.11, 0.12, 0.13, 0.13, -0.11, -0.23, -0.17, -0.12, 0.10, 0.08, 0.07, 0.07, 0.11, 0.11, 0.13, 0.11, -0.09, -0.24, -0.17, -0.15, 0.11, 0.06, 0.07, 0.08, 0.11, 0.11, 0.12, 0.11

Entry from the Open Molecules 2025 dataset: a cluster of 10 separate species, C20H35Cl10N5 in total at a distorted geometry (ωB97M-V/def2-TZVPD).

Geometry (Å):
Cl (23.0034, 0.6378, 4.1718)
C (23.6195, -0.7269, 3.1861)
C (22.5004, -1.7216, 2.9072)
Cl (21.2740, -1.0052, 1.8297)
H (24.4033, -1.2019, 3.7728)
H (24.0663, -0.3454, 2.2728)
H (22.0231, -2.0060, 3.8398)
H (22.8976, -2.5908, 2.3873)
Cl (30.8516, -6.1134, 1.2596)
C (31.3908, -4.6865, 0.3347)
C (31.1526, -4.8401, -1.1641)
Cl (29.4165, -4.9738, -1.4919)
H (32.4160, -4.4565, 0.6054)
H (30.7277, -3.8871, 0.6598)
H (31.6350, -5.7346, -1.5495)
H (31.5163, -3.9486, -1.6683)
Cl (33.2877, 2.6701, 3.2668)
C (31.7281, 1.9651, 2.7412)
C (30.9680, 1.3697, 3.9206)
Cl (30.3818, 2.7443, 4.9363)
H (31.9678, 1.2248, 1.9820)
H (31.2019, 2.7890, 2.2789)
H (31.5833, 0.7962, 4.6051)
H (30.1181, 0.7858, 3.5808)
Cl (33.8640, 0.7235, -1.5975)
C (32.1095, 0.7262, -1.7978)
C (31.4627, -0.6437, -1.6315)
Cl (31.2630, -1.0415, 0.0938)
H (31.8279, 1.1395, -2.7660)
H (31.6763, 1.3996, -1.0576)
H (32.0552, -1.4011, -2.1365)
H (30.4568, -0.5673, -2.0372)
Cl (28.6528, -3.5725, 6.1840)
C (27.9028, -4.8991, 5.2418)
C (28.6538, -5.0781, 3.9365)
Cl (27.7863, -6.2661, 2.9486)
H (26.8676, -4.6202, 5.0781)
H (27.9497, -5.7878, 5.8658)
H (29.6985, -5.3444, 4.0538)
H (28.5828, -4.1592, 3.3589)
C (23.9206, -5.1094, 2.6921)
C (24.8121, -3.9732, 2.8280)
N (25.5357, -3.0874, 2.9393)
H (24.2641, -5.9232, 3.3404)
H (23.9415, -5.5333, 1.6902)
H (22.8925, -4.9230, 2.9910)
C (23.6306, -2.7804, -0.6784)
C (23.1811, -3.9460, 0.0867)
N (22.8180, -4.8539, 0.6800)
H (23.4779, -1.8570, -0.1316)
H (23.0668, -2.7225, -1.6117)
H (24.6644, -2.9417, -0.9754)
C (32.3228, -2.8153, 5.2608)
C (31.3950, -2.5505, 4.1702)
N (30.6774, -2.3626, 3.2939)
H (32.3908, -3.9048, 5.3389)
H (31.9003, -2.4996, 6.2128)
H (33.2901, -2.3727, 5.0500)
C (28.0961, -1.1954, 1.7079)
C (26.8044, -0.9961, 1.0737)
N (25.8050, -0.8146, 0.5414)
H (28.1309, -1.7694, 2.6306)
H (28.4868, -0.1958, 1.9025)
H (28.7521, -1.7404, 1.0299)
C (26.7353, 2.8834, 0.0466)
C (28.0410, 2.4440, 0.5614)
N (29.0600, 2.0877, 0.9507)
H (26.5512, 3.9379, 0.2221)
H (25.9776, 2.2621, 0.5186)
H (26.7689, 2.6946, -1.0265)

Atoms 1-6, force components in eV/Å:
0.08 0.05 -0.12
-0.20 -0.26 0.23
0.53 0.46 -0.03
-0.15 -0.05 -0.06
-0.13 0.00 -0.05
-0.13 0.10 0.00

Values from the calculation:
lowest unoccupied orbital energy = 0.320 eV
SMILES string = ClCCCl.ClCCCl.ClCCCl.ClCCCl.ClCCCl.CC#N.CC#N.CC#N.CC#N.CC#N
energy = -5658.72414 a.u.
molecular weight = 700.07 g mol⁻¹
gap between HOMO and LUMO = 10.687 eV

Partial charges, Löwdin, in e: 0.53, -0.67, -0.66, 0.55, 0.04, 0.03, 0.07, 0.01, 0.54, -0.67, -0.65, 0.55, 0.07, 0.01, 0.07, 0.05, 0.52, -0.69, -0.63, 0.52, 0.03, 0.03, 0.05, 0.05, 0.56, -0.69, -0.63, 0.60, 0.08, 0.05, 0.06, 0.07, 0.55, -0.65, -0.70, 0.56, 0.04, 0.07, 0.05, 0.03, -0.12, -0.26, 0.19, 0.09, 0.04, 0.09, -0.06, -0.22, 0.12, 0.04, 0.09, 0.08, -0.06, -0.27, 0.18, 0.09, 0.08, 0.09, -0.10, -0.27, 0.15, 0.05, 0.04, 0.03, -0.05, -0.24, 0.17, 0.08, 0.07, 0.09

Which of these has the highest molecular weight? C20H35Cl10N5